C46H69BaBrClGeN6O3P3 | ωB97M-V/def2-TZVPD

Values from the calculation:
⟨S²⟩: 0.76
Multiplicity: 2
F_max, eV/Å: 3.72
Charge: +1
Orbital gap (spin up / spin down), eV: 7.53 / 6.20
LUMO (spin up / spin down), eV: -1.758 / -3.650

Atoms and positions in Å:
Ba -0.06442 -0.36288 -0.29183
C 3.49922 -3.08876 3.38273
C 3.01515 -1.75503 2.81328
C 3.40637 -0.60588 3.75146
P 1.22248 -1.63916 2.36506
C 0.87826 -3.33805 1.73459
N 1.77325 -3.61751 0.60048
Ge 1.98821 -2.47187 -1.03190
N 3.68212 -1.64696 -1.33281
C 3.89635 -0.35136 -2.00321
P 2.69150 0.95416 -1.57090
C 3.48706 2.05012 -0.34525
C 4.82239 2.68121 -0.72393
C 3.57463 1.29828 0.98673
C 2.62635 1.96645 -3.11192
C 3.89567 2.00026 -3.97144
C 1.44607 1.49034 -3.97268
C 4.70194 -2.21431 -0.54233
C 5.78807 -1.58570 0.05689
C 6.64377 -2.32373 0.88473
C 6.43040 -3.67265 1.12401
C 5.37749 -4.31969 0.47580
C 4.56896 -3.58806 -0.35639
N 3.48921 -4.13257 -1.18189
C 2.81292 -5.30932 -0.68861
C 3.00394 -6.59824 -1.13675
C 2.24293 -7.62104 -0.57594
C 1.30623 -7.32086 0.40452
C 1.10270 -6.00616 0.82397
C 1.86770 -4.98181 0.26895
C 3.81992 -4.17312 -2.60582
C 5.00755 -4.65188 -3.10287
C 5.20578 -4.67865 -4.48327
C 4.19538 -4.21841 -5.31443
C 3.00305 -3.70818 -4.79402
C 2.80917 -3.67282 -3.41188
N 1.66886 -3.15663 -2.77153
C 0.64449 -2.64052 -3.67897
P -0.80887 -2.02729 -2.76360
C -1.82516 -3.54237 -2.46609
C -1.07489 -4.48958 -1.51206
C -2.30815 -4.31738 -3.69025
C -1.68851 -1.01708 -4.03027
C -1.56171 -1.47779 -5.48441
C -3.15275 -0.80720 -3.61869
C 0.32383 -1.55276 3.97199
C 0.03076 -2.89015 4.64487
C -0.98181 -0.76559 3.80636
H 4.57246 -3.02380 3.58623
H 3.35361 -3.91432 2.68420
H 3.00438 -3.33103 4.32752
H 3.52438 -1.60487 1.85773
H 3.17869 -0.86136 4.78959
H 2.89806 0.33663 3.53139
H 4.48227 -0.42351 3.68880
H -0.18327 -3.43923 1.49211
H 1.09509 -4.05026 2.53037
H 3.76509 -0.51386 -3.07765
H 4.92104 -0.00883 -1.87107
H 2.74737 2.85000 -0.22292
H 5.57134 1.92842 -0.99300
H 5.22177 3.23732 0.12895
H 4.73492 3.38104 -1.55569
H 4.23966 0.43233 0.92032
H 2.59995 0.92775 1.31634
H 3.96223 1.94992 1.77498
H 2.41218 2.97882 -2.75764
H 4.01429 1.06844 -4.52782
H 4.80614 2.16473 -3.39760
H 3.82371 2.80269 -4.71165
H 1.58632 0.44230 -4.26695
H 1.36763 2.07408 -4.89380
H 0.49180 1.55803 -3.44444
H 5.97543 -0.53092 -0.10434
H 7.48375 -1.82303 1.35191
H 7.08694 -4.22681 1.78408
H 5.20484 -5.38295 0.60348
H 3.73129 -6.80473 -1.91254
H 2.38195 -8.64170 -0.90673
H 0.71104 -8.11316 0.84017
H 0.34523 -5.78334 1.56375
H 5.77543 -4.99961 -2.41858
H 6.13238 -5.05836 -4.89485
H 4.32942 -4.24757 -6.38959
H 2.23677 -3.34710 -5.46620
H 0.32428 -3.42096 -4.37168
H 1.02959 -1.81650 -4.29472
H -2.70041 -3.16318 -1.92914
H -0.17913 -4.90356 -1.98254
H -1.73020 -5.32184 -1.24171
H -0.77834 -3.99414 -0.58404
H -1.48301 -4.64425 -4.32735
H -3.01176 -3.75646 -4.30261
H -2.82438 -5.22027 -3.35386
H -1.19398 -0.04218 -3.95440
H -1.85190 -2.51674 -5.62506
H -0.54527 -1.36199 -5.86484
H -2.21335 -0.86582 -6.11451
H -3.73695 -1.72433 -3.72860
H -3.60673 -0.04820 -4.25957
H -3.25349 -0.47310 -2.58496
H 0.97978 -0.96492 4.61486
H -0.65921 -3.49044 4.04528
H -0.44966 -2.71432 5.61247
H 0.92639 -3.48348 4.83015
H -1.68076 -1.32249 3.17310
H -0.82123 0.21445 3.35386
H -1.46157 -0.60710 4.77615
O -2.31328 7.37180 3.82077
C -1.66673 6.37579 3.17279
C -0.37927 6.49646 2.66587
C 0.17376 5.40134 2.03854
N -0.45939 4.22357 1.87193
C -1.68190 4.17273 2.35937
Br -2.61285 2.54614 2.14340
C -2.34642 5.18348 3.02389
H -1.75294 8.15698 3.86569
H 0.18088 7.42080 2.75542
H 1.18195 5.46410 1.64629
H -3.34630 5.06148 3.41366
Cl -4.48857 -3.02943 0.32881
C -3.91028 -1.44766 0.94075
C -2.55082 -1.10156 0.38873
O -1.58204 -1.92088 0.56594
O -2.41286 0.01832 -0.20072
H -3.84181 -1.52966 2.02244
H -4.62663 -0.68627 0.65828
N -0.66728 2.39115 -0.95393
H -0.50653 2.91016 -0.08776
H -1.67644 2.28335 -1.02165
H -0.38674 3.01679 -1.70099

Löwdin population analysis, charges in e, atoms 1 to 6: number 1, Ba, carries 1.52; number 2, C, carries -0.09; number 3, C, carries -0.54; number 4, C, carries -0.13; number 5, P, carries 0.97; number 6, C, carries -0.41